{"formula": "C15H50N2O10", "method": "ωB97M-V/def2-TZVPD", "species": ["C", "C", "O", "H", "H", "H", "H", "H", "H", "C", "C", "O", "H", "H", "H", "H", "H", "H", "C", "C", "O", "H", "H", "H", "H", "H", "H", "C", "C", "O", "H", "H", "H", "H", "H", "H", "C", "C", "O", "H", "H", "H", "H", "H", "H", "C", "O", "N", "N", "H", "H", "H", "H", "C", "O", "H", "H", "H", "H", "C", "O", "H", "H", "H", "H", "C", "O", "H", "H", "H", "H", "C", "O", "H", "H", "H", "H"], "xyz": [[-7.867, -19.550, 13.475], [-7.447, -18.347, 12.586], [-7.676, -18.604, 11.186], [-7.790, -19.333, 14.544], [-7.243, -20.344, 13.134], [-8.871, -19.907, 13.386], [-6.514, -17.893, 12.932], [-8.127, -17.538, 12.821], [-7.471, -17.779, 10.676], [0.371, -17.286, 13.994], [1.005, -16.180, 14.792], [1.179, -16.501, 16.178], [-0.604, -17.592, 14.400], [1.114, -18.134, 13.934], [0.178, -17.029, 12.981], [0.306, -15.295, 14.760], [1.959, -15.809, 14.434], [0.841, -15.782, 16.716], [-2.355, -18.299, 11.188], [-3.882, -18.149, 11.247], [-4.400, -17.977, 9.938], [-1.946, -17.291, 11.417], [-1.941, -18.500, 10.205], [-1.988, -18.992, 11.978], [-4.147, -17.178, 11.762], [-4.274, -18.969, 11.778], [-4.125, -18.741, 9.406], [-4.485, -15.598, 20.048], [-3.370, -16.059, 19.141], [-2.980, -14.962, 18.331], [-5.242, -15.184, 19.371], [-4.160, -14.759, 20.710], [-4.884, -16.417, 20.707], [-3.727, -16.749, 18.330], [-2.569, -16.625, 19.685], [-3.707, -14.897, 17.746], [-2.525, -15.675, 13.586], [-2.476, -14.994, 14.953], [-3.673, -15.456, 15.592], [-2.435, -16.791, 13.633], [-1.727, -15.315, 12.961], [-3.464, -15.353, 13.134], [-2.363, -13.938, 14.968], [-1.629, -15.251, 15.593], [-3.670, -16.435, 15.570], [-3.350, -19.127, 15.007], [-2.157, -19.623, 14.557], [-3.459, -18.340, 15.978], [-4.484, -19.358, 14.370], [-2.576, -18.008, 16.415], [-4.359, -18.080, 16.384], [-4.439, -19.944, 13.541], [-5.360, -19.032, 14.771], [1.044, -21.035, 14.222], [0.047, -20.449, 13.443], [1.926, -21.159, 13.600], [0.707, -21.999, 14.575], [1.295, -20.321, 15.059], [-0.809, -20.436, 13.931], [-3.277, -21.779, 12.025], [-4.651, -21.451, 12.447], [-2.808, -21.107, 11.296], [-3.382, -22.662, 11.426], [-2.571, -21.787, 12.849], [-5.205, -21.391, 11.686], [-6.548, -18.372, 17.639], [-6.001, -17.344, 16.880], [-6.015, -19.310, 17.484], [-7.586, -18.557, 17.410], [-6.547, -18.185, 18.680], [-6.411, -16.466, 17.071], [-0.679, -18.466, 17.774], [-1.137, -17.457, 16.929], [-0.146, -19.255, 17.147], [-1.492, -18.950, 18.390], [0.019, -18.038, 18.479], [-0.391, -17.152, 16.412]], "forces_ev_per_a": [[0.734, 0.933, -0.787], [-2.324, 0.711, 0.757], [1.145, 0.551, 0.159], [0.629, 0.056, -0.134], [0.649, -1.004, 0.429], [-0.832, 0.217, -0.684], [0.698, -0.743, -0.778], [-0.496, 0.398, 0.309], [-0.111, -1.159, 0.753], [1.374, -1.496, 0.878], [-1.272, 2.266, -0.123], [0.033, -0.629, 0.065], [0.585, -0.291, 0.058], [-1.177, 0.492, 0.239], [-0.001, 0.641, -0.935], [0.687, -0.597, -0.130], [0.213, -0.281, -0.428], [0.202, 0.242, 0.013], [0.438, 1.222, 1.489], [1.260, 2.084, -0.681], [-0.482, -0.523, -0.432], [0.091, -0.638, -0.040], [-0.268, -0.571, -0.178], [-0.030, 0.403, -0.675], [0.180, -1.260, -0.269], [-1.019, -0.976, 0.400], [-0.153, 0.358, 0.201], [-0.249, -0.131, 0.923], [-0.211, -1.221, -1.083], [2.020, 0.276, 1.789], [-0.310, -0.183, 0.480], [-0.062, -0.676, -0.523], [0.155, 0.727, -0.738], [-0.155, -0.338, 1.291], [-0.181, 1.150, -0.590], [-0.787, 0.430, -1.570], [0.544, 0.305, 0.218], [-0.202, -2.480, 0.351], [-0.440, 0.607, 0.629], [-0.304, 1.009, 0.157], [0.485, 0.066, -0.485], [0.003, -0.317, -0.096], [-0.930, 1.142, -0.466], [0.175, -0.666, -0.169], [0.232, 0.702, -0.131], [4.574, -4.034, -5.096], [-4.923, 2.081, 1.891], [0.835, 3.236, 5.031], [-0.908, -0.885, -1.092], [-0.402, -0.139, -0.053], [0.397, -0.005, -0.320], [-0.584, -0.208, 0.375], [0.388, -0.227, -0.505], [0.007, 1.167, 0.540], [-0.834, -0.122, -0.647], [0.135, -0.080, 0.008], [0.218, -0.388, 0.497], [0.035, -0.957, -0.339], [0.661, 0.330, -0.255], [-0.855, 0.464, -1.005], [2.001, 0.237, 0.852], [-0.570, 0.726, 0.245], [0.455, -1.125, 0.348], [-0.543, -0.429, 0.316], [-0.469, 0.033, -0.961], [-0.879, -0.896, 0.101], [0.127, 1.477, -0.504], [0.251, 0.187, -0.264], [-0.481, -0.090, -0.446], [0.370, 0.410, 1.307], [0.450, -1.193, -0.156], [0.723, -1.784, 0.055], [-1.586, 0.227, 0.472], [-0.679, 0.661, 0.981], [0.514, 0.624, -0.998], [0.410, -0.072, 0.350], [0.622, -0.035, -0.188]], "lowdin_charge": [-0.07, -0.30, -0.09, 0.06, 0.05, 0.06, 0.09, 0.09, 0.11, -0.07, -0.28, -0.08, 0.06, 0.10, 0.06, 0.11, 0.11, 0.10, -0.07, -0.31, -0.08, 0.06, 0.07, 0.06, 0.11, 0.05, 0.09, -0.10, -0.33, -0.08, 0.07, 0.09, 0.09, 0.09, 0.12, 0.03, -0.08, -0.27, -0.11, 0.07, 0.07, 0.08, 0.11, 0.08, 0.04, -0.59, -0.11, 0.17, 0.20, 0.08, 0.08, 0.06, 0.10, -0.19, -0.18, 0.07, 0.07, 0.08, 0.02, -0.08, -0.14, 0.07, 0.07, 0.08, 0.07, -0.16, -0.15, 0.09, 0.08, 0.07, 0.13, -0.14, -0.17, 0.10, 0.10, 0.07, 0.01], "e_homo_ev": -9.2, "orbital_gap_ev": 9.47}